Entry 1:
DFT (wB97M-V/def2-TZVPD) results for a structure of composition C27H25BrIrN5O4S in a non-equilibrium geometry.

Last column: Mulliken charge in e.
CARTESIAN COORDINATES (ANGSTROEM)
Ir 1.3226 1.6644 -0.0559  1.5659
C -0.0991 1.7874 3.6403  -1.1971
O -0.2564 1.0180 2.4555  0.2705
C -1.1507 0.0042 2.4808  0.4169
C -1.8514 -0.3874 3.6119  -0.6393
C -2.7763 -1.4185 3.5157  -0.4564
Br -3.7336 -1.9271 5.0595  -0.1847
C -3.0047 -2.0743 2.3282  -0.9805
C -2.2820 -1.6983 1.1942  0.7187
C -1.3693 -0.6560 1.2699  -0.0395
O -0.6575 -0.2249 0.1451  -0.3081
C -2.5510 -2.4555 -0.0473  0.2694
N -3.6361 -3.1431 -0.2435  -0.7250
C -3.4688 -3.7341 -1.4913  0.3535
C -4.3255 -4.5793 -2.1949  -0.7590
C -3.9023 -5.0423 -3.4232  -0.5471
C -2.6531 -4.6761 -3.9534  -0.5143
C -1.7974 -3.8347 -3.2723  -0.8236
C -2.2338 -3.3728 -2.0336  0.8977
N -1.6663 -2.5267 -1.0976  0.0882
H 0.2976 1.1752 4.4536  0.3910
H -1.0523 2.2262 3.9433  0.5047
H 0.6085 2.5700 3.3887  0.1908
H -1.7003 0.1062 4.5592  0.5302
H -3.7231 -2.8761 2.2469  0.5967
H -1.2914 0.1032 -0.5090  0.2618
H -5.2842 -4.8583 -1.7795  0.4505
H -4.5410 -5.7021 -3.9945  0.3853
H -2.3595 -5.0637 -4.9200  0.4067
H -0.8386 -3.5516 -3.6880  0.2971
H -0.7158 -2.2087 -1.0636  0.1342
C 3.8361 0.3922 3.4236  -1.4074
C 3.5900 0.9197 2.0426  0.7147
O 2.5417 1.5211 1.7747  -0.6883
N 4.5501 0.7153 1.1298  0.0179
C 4.4516 1.1947 -0.2413  -1.7834
C 3.7245 0.2194 -1.1291  1.2893
C 4.4385 -0.6402 -1.9469  -0.7193
C 3.7745 -1.5710 -2.7261  -0.5955
C 2.3946 -1.6104 -2.6601  -0.8993
C 1.7417 -0.7225 -1.8286  0.0802
N 2.3761 0.1879 -1.0723  0.0046
H 3.1750 0.9005 4.1189  0.3029
H 4.8722 0.5230 3.7324  0.4496
H 3.6027 -0.6741 3.4392  0.3163
H 5.3485 0.1616 1.3936  0.2532
H 5.4597 1.3562 -0.6170  0.5662
H 3.9364 2.1546 -0.2345  0.2609
H 5.5173 -0.5642 -1.9686  0.4233
H 4.3224 -2.2441 -3.3712  0.4400
H 1.8172 -2.3104 -3.2470  0.4682
H 0.6656 -0.6997 -1.7651  0.5036
O 0.6621 3.3878 0.7023  -0.7209
N -0.2784 4.0240 -0.0411  0.2480
C -0.8453 5.1064 0.5387  -0.2323
C -1.7590 5.8526 -0.1438  -0.7409
C -2.0912 5.4747 -1.4520  -0.1616
C -1.5061 4.3723 -2.0143  -0.9035
C -0.5727 3.6118 -1.2906  0.7970
S 0.2158 2.2059 -1.9162  -0.5569
H -0.5039 5.3000 1.5437  0.4703
H -2.2059 6.7108 0.3342  0.4185
H -2.8134 6.0493 -2.0154  0.4030
H -1.7457 4.0518 -3.0181  0.4265

Properties
2S+1 ... 2
LUMO level (spin up / spin down) ... -2.76 / -3.17 eV
ΔE to the lowest compared entry with this formula, charge and spin ... 0.0 kcal per mole
Net charge ... +1


Entry 2:
DFT (wB97M-V/def2-TZVPD) results for a structure of composition C27H25BrIrN7O2P in a non-equilibrium geometry.

Last column: Mulliken charge in e.
CARTESIAN COORDINATES (ANGSTROEM)
Ir 0.1539 1.0326 -0.2551  2.0930
C -3.9214 -2.8018 0.4578  -0.7850
N -2.7248 -2.0241 0.7863  0.1492
C -2.0843 -2.0326 1.9923  -0.5825
C -1.0356 -1.1647 1.8890  -0.5172
N -1.0354 -0.6383 0.6293  0.1310
C -2.0659 -1.1664 -0.0209  -0.0777
P -2.5600 -0.6943 -1.7086  -0.2368
C -0.8780 -0.7959 -2.4052  0.0675
N 0.2153 -0.1835 -1.9331  0.3939
C 1.2907 -0.6892 -2.6183  -0.6372
C 0.8350 -1.5904 -3.5290  -0.7207
N -0.5243 -1.6442 -3.3860  0.1288
C -1.4183 -2.5039 -4.1682  -0.7939
C -2.5694 1.1084 -1.4385  -0.0374
N -1.5836 1.8084 -0.8711  0.2425
C -1.9824 3.1109 -0.7655  -0.6617
C -3.2378 3.1983 -1.2859  -0.4510
N -3.5889 1.9452 -1.7038  0.1332
C -4.8838 1.5884 -2.2911  -0.8097
H -4.1640 -3.4284 1.3104  0.3253
H -3.7326 -3.4370 -0.4041  0.3239
H -4.7599 -2.1389 0.2574  0.3244
H -2.4184 -2.6438 2.8128  0.4449
H -0.3162 -0.8908 2.6424  0.5202
H 2.3001 -0.3797 -2.4171  0.5161
H 1.3575 -2.1852 -4.2579  0.4746
H -0.8230 -3.0177 -4.9165  0.3353
H -2.1737 -1.9022 -4.6669  0.3499
H -1.8914 -3.2415 -3.5242  0.3169
H -1.3699 3.8698 -0.3126  0.5093
H -3.9000 4.0405 -1.3868  0.4704
H -5.3607 2.4990 -2.6402  0.3339
H -5.5175 1.1147 -1.5445  0.3216
H -4.7364 0.9211 -3.1357  0.3607
Br 5.7671 1.6538 3.6932  -0.0820
C 4.3462 1.2267 2.5539  -0.1784
C 4.5938 0.5930 1.3473  -0.5206
C 3.5455 0.3048 0.4767  -0.9513
C 2.2420 0.4450 0.9493  -0.0113
C 1.9940 1.1906 2.1041  1.6634
C 3.0474 1.5776 2.9145  -0.7587
C 0.6379 1.6985 2.4586  -0.3059
O 0.2414 1.9237 3.5560  -0.4985
O -0.1593 1.9631 1.3672  -0.8912
H 5.6118 0.3843 1.0467  0.5326
H 3.7602 -0.3952 -0.3224  0.5443
H 1.4869 -0.1397 0.3479  0.2649
H 2.8442 2.1385 3.8165  0.6125
C 1.1058 2.6129 -1.2604  -1.8273
C 2.5045 2.3841 -1.7343  0.4661
C 2.7284 2.0127 -3.0584  -0.1721
C 4.0144 1.9265 -3.5720  -0.9534
C 5.0996 2.2234 -2.7520  0.4108
C 4.8837 2.5607 -1.4169  -0.9551
C 3.6030 2.5458 -0.8882  -0.4120
C 6.4328 2.2103 -3.2889  -0.1692
N 7.4947 2.1894 -3.7245  -0.4302
H 0.4829 2.8262 -2.1289  0.6418
H 1.0467 3.4276 -0.5359  0.8058
H 1.8845 1.8568 -3.7209  0.4927
H 4.1810 1.6637 -4.6079  0.5339
H 5.7286 2.7957 -0.7823  0.6093
H 3.4499 3.0765 0.0475  0.5835

Properties
2S+1 ... 2
LUMO level (spin up / spin down) ... -6.39 / -8.55 eV
ΔE to the lowest compared entry with this formula, charge and spin ... 51.0 kcal per mole
Net charge ... +2


Entry 3:
DFT (wB97M-V/def2-TZVPD) results for a structure of composition C27H25BrN9O6V in a non-equilibrium geometry.

Last column: Mulliken charge in e.
CARTESIAN COORDINATES (ANGSTROEM)
V -0.3692 0.8678 0.1722  0.4722
O -1.0499 0.6070 -4.8349  -0.7048
C -0.0116 1.4611 -4.9248  0.4343
C 0.2493 2.0156 -6.1732  -0.6414
C 1.3092 2.8702 -6.3292  -0.4649
C 2.0187 3.2556 -5.2131  -0.8560
C 1.7230 2.7164 -3.9591  -0.4460
C 0.7386 1.7866 -3.8432  0.5429
C 0.4716 1.1223 -2.5100  0.8799
O 0.8545 1.6086 -1.3824  -0.7733
N -0.0888 -0.0948 -2.5813  -1.4487
N -0.3721 -0.5997 -1.3084  1.1700
C -0.2287 -1.8866 -1.1578  -1.4257
C -0.2285 -2.4716 0.1611  1.5515
C -0.6368 -3.8309 0.3572  -0.9189
C -0.5637 -4.3917 1.6141  -0.4600
C 0.1972 -3.6929 2.5401  -0.8585
C 0.7861 -2.4997 2.2429  -0.0971
C 0.4654 -1.7067 1.1609  0.1896
O 0.8488 -0.4775 1.0139  -0.4856
H -1.1237 0.1859 -3.9532  0.4985
H -0.4555 1.7900 -6.9835  0.3654
H 1.5634 3.3213 -7.2613  0.3928
H 2.8686 3.8979 -5.3321  0.3970
H 2.2841 3.0139 -3.0788  0.3929
H -0.1412 -2.4950 -2.0675  0.3634
H -0.9733 -4.4815 -0.4083  0.4705
H -1.0261 -5.3445 1.7928  0.4569
H 0.3117 -4.1702 3.5337  0.2842
H 1.5103 -2.1660 2.9986  0.2489
N -3.0674 4.2675 3.3564  -0.4933
C -2.7975 3.3024 2.4583  0.6246
N -2.5351 2.0629 2.8904  -0.1752
N -2.9432 3.6649 1.1802  -0.8848
C -2.4569 2.8117 0.3143  0.8681
N -2.0816 2.0779 -0.5007  -0.5450
H -2.4774 4.1372 4.1585  0.2357
H -3.0623 5.2085 2.9440  0.2968
H -2.3929 1.8246 3.8821  0.1958
H -2.2633 1.2975 2.2555  0.2282
N 0.8475 2.3328 1.4738  -0.7008
C 1.9363 2.1042 1.1296  0.9307
N 3.2185 2.0006 0.8524  -0.0634
C 3.7532 1.7445 -0.5002  -0.2793
C 3.9294 0.2877 -0.7861  -0.1542
O 4.9299 -0.2445 0.1105  -0.4996
C 4.3038 -0.2467 1.4116  0.1952
C 4.0195 1.1726 1.8479  -0.8807
H 4.7755 2.2417 -0.6196  0.2386
H 3.1792 2.2697 -1.2311  0.0551
H 4.3516 0.2360 -1.7958  0.4185
H 2.9614 -0.2532 -0.7263  0.0216
H 5.0361 -0.6981 2.1278  0.3772
H 3.3858 -0.8381 1.4140  -0.2121
H 5.0113 1.7164 1.9315  0.2945
H 3.4566 1.2274 2.7697  0.5050
Br -5.3307 -4.0318 -0.7105  -0.2127
C -4.2424 -3.6633 0.7367  -0.0651
C -4.3062 -4.5175 1.8554  -0.2888
N -3.6392 -4.2702 2.9549  -0.6881
C -3.0133 -3.1099 3.0398  -0.2814
C -2.8428 -2.1923 1.9735  0.6408
C -3.4815 -2.4553 0.7446  -0.1609
C -2.1676 -0.8683 2.2792  0.0405
O -2.0190 -0.6095 3.4433  -0.7753
O -1.9287 -0.0784 1.3117  -1.0236
H -4.9027 -5.4035 1.8506  0.4214
H -2.5573 -2.9315 3.9802  0.6312
H -3.5180 -1.7870 -0.0934  0.6352

Properties
2S+1 ... 4
LUMO level (spin up / spin down) ... 2.53 / 2.53 eV
ΔE to the lowest compared entry with this formula, charge and spin ... 6.0 kcal per mole
Net charge ... -1


Q: Which E_tot values were calculated for the entries above? A: -4694.97013; -4596.82816; -5506.30964, in Eh.